No. 1
49
Properties=species:S:1:pos:R:3:forces:R:3:mulliken_charge:R:1 method="wB97M-V/def2-TZVPD" e_above_lowest_kcal_mol=50.1 s2=0.781 energy_ha=-1335.2956 multiplicity=2 total_charge=+1 homo_ev="-10.599 / -10.590" gap_ev="5.0 / 5.4" lumo_energy_ha="-0.205 / -0.192"
Ru -0.9390 1.5880 0.4580 -1.82 -1.27 -1.07 0.27
C -3.8986 2.5415 -2.1535 -0.01 0.02 0.00 -1.73
C -2.9412 3.0377 -1.1070 -0.37 -0.20 -0.21 1.21
C -1.6463 3.4474 -1.4430 0.27 -0.34 -0.04 -0.17
C -0.7500 3.8658 -0.4646 0.47 0.19 0.22 -0.47
C -1.1604 3.9156 0.8799 0.20 0.56 0.20 -0.93
C -2.4705 3.5488 1.2136 0.88 -0.08 0.55 -0.43
C -3.3431 3.1083 0.2298 0.07 -0.47 -0.38 -0.35
H -4.8848 2.9840 -2.0159 0.01 0.04 0.02 0.47
H -4.0272 1.4584 -2.0766 0.03 0.04 0.02 0.38
H -3.5543 2.7821 -3.1587 0.01 -0.03 0.04 0.39
H -1.3284 3.4231 -2.4783 -0.01 -0.03 0.01 0.41
H 0.2362 4.2084 -0.7437 0.04 0.02 -0.01 0.46
H -0.5017 4.3223 1.6339 0.01 -0.01 0.02 0.51
H -2.7879 3.5941 2.2454 -0.01 -0.02 0.02 0.46
H -4.3450 2.8021 0.5012 -0.01 -0.03 -0.02 0.48
N 4.6414 -7.0579 0.0729 -0.02 0.03 0.00 -0.48
C 4.0718 -6.0608 0.0589 -0.10 0.19 0.01 -0.16
C 3.3541 -4.8050 0.0442 0.14 -0.22 -0.02 0.60
C 2.2148 -4.6523 0.8275 -0.06 0.02 0.03 -0.87
C 1.5260 -3.4505 0.8094 0.01 -0.08 0.01 -0.05
C 1.9740 -2.4034 0.0124 -0.16 0.18 -0.04 -0.70
C 3.1146 -2.5580 -0.7683 0.04 -0.01 0.00 -0.01
C 3.8061 -3.7580 -0.7542 0.01 0.02 0.00 -0.85
C 1.2211 -1.1115 0.0019 -0.02 0.28 0.14 0.42
C 0.3735 -0.8365 -1.0616 0.11 -0.81 -0.50 0.29
C 0.2309 -1.6139 -2.2823 0.72 0.52 1.84 -0.78
C -0.6964 -0.9888 -3.0266 -1.42 1.88 0.17 -1.40
C -1.1454 0.1566 -2.2367 -0.71 -0.89 -2.00 -0.07
N -0.5237 0.2421 -1.0940 1.31 -0.13 1.33 0.72
C 1.4240 -0.2299 1.0567 0.66 -0.62 0.35 0.52
C 2.2897 -0.4549 2.2003 -0.87 -0.48 -1.79 -0.45
C 2.2774 0.6740 2.9273 -0.97 2.25 -0.04 -1.14
C 1.3984 1.5958 2.2213 1.34 0.12 1.79 -0.04
N 0.9195 1.0834 1.1163 -0.56 -1.06 -0.22 -0.02
H 1.8716 -5.4725 1.4435 0.01 0.01 -0.01 0.46
H 0.6345 -3.3296 1.4130 0.03 0.01 -0.02 0.52
H 3.4691 -1.7371 -1.3801 -0.03 -0.02 0.02 0.52
H 4.6972 -3.8864 -1.3534 -0.01 0.00 0.00 0.46
H 0.7843 -2.5083 -2.5197 0.02 0.03 0.07 0.55
H -1.0641 -1.2623 -4.0028 -0.04 0.10 0.05 0.46
H -1.9231 0.8565 -2.5033 0.04 -0.08 -0.08 0.34
H 2.8434 -1.3605 2.3868 -0.01 -0.01 -0.06 0.54
H 2.7974 0.8826 3.8483 -0.02 0.09 -0.06 0.47
H 1.1386 2.6010 2.5206 -0.03 -0.05 0.11 0.44
O -2.5892 0.0537 0.9144 0.92 0.51 -0.03 -0.49
C -2.3645 0.1846 2.1458 0.15 0.13 0.37 0.23
O -1.4767 0.9785 2.5733 -0.12 -0.37 -0.72 -0.48
H -2.9478 -0.3984 2.8680 -0.06 0.06 -0.04 0.47

---

No. 2
61
Properties=species:S:1:pos:R:3:forces:R:3:mulliken_charge:R:1 method="wB97M-V/def2-TZVPD" e_above_lowest_kcal_mol=232.5 energy_ha=-1528.8357 multiplicity=1 total_charge=+1 homo_ev=-12.655 gap_ev=9.5 lumo_energy_ha=-0.117
O 0.5457 0.3696 0.7516 -3.59 3.47 6.16 -0.40
H -2.9519 -4.8672 0.7497 -3.05 -5.97 4.30 0.24
O 3.4398 -3.4053 0.6998 0.53 2.75 -3.59 -0.51
H 3.0416 -4.1792 0.8968 -2.55 -4.48 0.02 0.28
H 3.7646 -3.2755 1.5335 1.90 1.73 3.44 0.24
O 3.2444 1.7158 2.9264 -3.94 0.42 1.99 -0.73
H 3.9110 2.3104 3.2351 0.85 0.61 0.91 0.33
H 2.3475 2.0230 3.4314 3.34 -1.01 -1.69 0.37
O 1.8938 3.0498 -2.7951 3.57 -1.66 -4.50 -0.58
H 2.5838 2.3108 -3.1634 -2.48 2.93 1.47 0.30
H 1.5060 0.2913 -4.7182 -1.14 0.57 0.88 0.45
O 3.1727 -2.9004 -2.2794 -2.82 1.16 -3.85 -0.71
H -1.7588 -0.3291 5.0388 -3.38 -1.21 -1.58 0.26
H 1.6519 2.7111 -1.9864 -0.93 -1.11 3.13 0.30
O -0.9626 -0.1876 5.4375 1.97 -2.71 3.06 -0.53
H 2.7187 -0.4267 3.3851 -1.94 2.57 2.24 0.25
H -0.7573 0.6350 5.1483 1.44 3.93 -1.17 0.26
O 2.9818 -1.1950 2.9803 1.19 -2.17 -1.58 -0.54
H 3.7215 -0.7577 2.5564 0.71 -0.59 -0.76 0.30
H 2.3748 -1.4519 -1.8677 0.17 -1.00 0.46 0.34
O -1.1388 -2.6248 -2.9041 0.00 -2.30 1.79 -0.58
H -1.1172 -3.2141 -2.0637 0.41 1.72 -1.77 0.28
H -2.0677 -2.8509 -3.0888 0.15 0.71 -0.36 0.29
O -1.4591 -0.0512 -4.9448 2.59 3.31 1.72 -0.60
H -1.6986 0.2446 -3.9999 -0.52 -0.80 -1.72 0.38
H 2.2602 -3.2769 -2.4106 1.73 -0.09 0.79 0.36
O -0.3901 -3.8001 1.4674 -4.80 -4.04 2.06 -0.57
H 0.2731 -3.3229 1.1520 4.41 3.57 -1.37 0.21
H -0.7112 -3.5546 2.3525 0.72 0.52 -0.63 0.32
O -4.1718 0.2796 0.4075 -0.12 -2.40 -2.51 -0.56
H -5.0934 0.3881 0.1646 0.08 0.57 0.65 0.28
H 0.6448 1.3752 1.1300 -0.65 -3.71 -0.94 0.28
O -3.0014 -1.7661 -1.2644 0.43 -7.19 0.85 -0.47
H -3.0946 -2.3944 -0.4249 0.03 2.34 -2.42 0.33
H -3.1056 -0.9042 -1.0932 -0.92 4.76 1.90 0.22
O 3.0352 2.5695 0.5481 -4.24 -4.90 4.51 -0.56
H 3.2676 2.4529 1.5471 -0.65 0.03 -2.61 0.34
H 3.5614 3.1428 0.1768 4.43 4.89 -3.09 0.27
O -2.7674 -4.2039 0.2333 0.10 5.02 -4.51 -0.59
H 1.0787 0.4925 0.0816 4.81 0.71 -5.44 0.17
H -1.8672 -4.1933 0.4603 2.77 1.05 0.12 0.36
O 0.7881 0.4596 -4.0278 1.68 -2.83 -0.38 -0.59
H -3.8313 0.8038 1.0759 0.04 1.99 1.86 0.28
H -0.1577 0.0147 -4.4692 1.49 -0.84 1.19 0.43
O -0.6653 -0.9328 2.6918 3.48 -0.91 -1.32 -0.56
H -1.5140 -0.6405 2.3142 1.19 -0.30 -0.93 0.26
H 0.2543 -1.0303 2.0141 -4.94 1.07 2.44 0.29
O -3.1187 4.6251 0.3256 -0.95 -0.79 -0.27 -0.58
H -2.3367 5.0026 0.6702 1.29 0.54 0.83 0.28
H -3.3122 5.1904 -0.4152 -0.34 0.21 -0.56 0.29
O 1.8992 -0.6095 -1.9232 0.47 1.73 -3.19 -0.64
H 1.1931 -0.2386 -3.2169 -0.27 1.25 -0.28 0.42
H 1.2045 -0.3459 -1.3697 -1.29 -0.63 1.65 0.30
O -3.1577 3.5269 3.7572 2.48 -4.96 0.24 -0.60
H -2.3383 2.9713 3.3686 -2.40 2.47 0.74 0.28
H -3.4353 2.7116 4.3257 -0.08 2.47 -0.96 0.32
O -0.5352 4.8223 -2.2786 2.71 0.31 -2.39 -0.60
H 0.3263 5.1278 -2.7485 -2.05 -1.54 0.02 0.32
H -0.3390 5.4138 -1.5891 -0.65 1.17 2.39 0.28
H 3.5716 -3.0507 -1.4754 0.92 -1.26 3.31 0.31
H -0.8291 0.7602 -5.1796 -3.39 -1.11 -0.78 0.43

---

No. 3
12
Properties=species:S:1:pos:R:3:forces:R:3:mulliken_charge:R:1 method="wB97M-V/def2-TZVPD" e_above_lowest_kcal_mol=75.4 energy_ha=-269.2261 multiplicity=1 homo_ev=-9.770 gap_ev=10.3 lumo_energy_ha=0.020
C 0.9620 1.2120 0.0703 2.36 0.48 -0.17 -0.92
C 1.1236 -0.2864 -0.2683 1.73 -2.48 1.93 0.50
C -0.0960 -1.1646 0.3375 0.33 -0.99 0.31 -0.39
C -1.4093 -0.5008 -0.1571 1.73 -1.51 1.16 -0.59
C -2.4284 0.0432 -0.4887 -1.31 -0.38 -0.89 0.18
H 0.1555 1.6302 -0.5700 0.69 0.02 0.55 0.30
H 2.0408 1.5350 -0.2457 -2.18 0.27 0.51 0.29
H 0.8127 1.5293 1.2035 0.09 -1.21 -2.40 0.27
H 0.0365 -2.4348 0.1844 -0.63 4.02 -0.01 0.27
H 0.0273 -1.0182 1.5172 -0.45 -0.18 -2.54 0.23
H -3.4225 0.2642 -0.9310 1.47 0.06 0.76 0.39
O 2.1978 -0.8091 -0.6521 -3.82 1.89 0.79 -0.54